1.
Entry from the OMol25 dataset: the molecule C2H4BrP (the ωB97M-V functional and the def2-TZVPD basis).

Positions of all 8 atoms, in Å:
1 Br -1.503 2.551 0.393
2 C -0.212 1.104 0.168
3 C -0.677 -0.383 0.037
4 P 0.018 0.445 -1.549
5 H 0.577 1.305 0.777
6 H 0.038 -1.080 0.497
7 H -1.826 -0.600 -0.062
8 H 1.317 0.297 -1.155

The HOMO energy is -9.5 eV. The calculation puts the total energy at -81468.4380 eV. The SMILES is Br[C@H]1CP1. The energy relative to the best compared isomer or geometry (same formula, charge and spin) comes out at 28.0 kcal per mole.

***

2.
Entry from the OMol25 dataset: a structure of composition C22H15Cl5N6PdS (the ωB97M-V functional and the def2-TZVPD basis).

Positions of all 50 atoms, in Å:
1 Pd -0.028 0.098 -0.266
2 S -1.346 -1.166 1.040
3 C -1.583 -2.394 -0.018
4 N -2.350 -3.467 0.437
5 N -3.007 -4.225 -0.299
6 C -3.583 -4.105 -1.574
7 C -3.723 -2.877 -2.231
8 C -4.351 -2.867 -3.456
9 C -4.816 -4.059 -4.018
10 C -4.694 -5.269 -3.346
11 C -4.089 -5.296 -2.105
12 N -0.973 -2.578 -1.267
13 N -0.083 -1.720 -1.514
14 C 0.551 -1.859 -2.754
15 C 1.849 -1.346 -2.847
16 C 2.547 -1.496 -4.030
17 C 1.937 -2.117 -5.114
18 C 0.634 -2.610 -5.021
19 C -0.063 -2.498 -3.838
20 H -3.289 -5.076 0.199
21 H -3.418 -1.950 -1.766
22 H -4.509 -1.931 -3.973
23 H -5.304 -4.034 -4.984
24 H -5.082 -6.179 -3.780
25 H -4.000 -6.225 -1.554
26 H 2.308 -0.886 -1.984
27 H 3.561 -1.131 -4.111
28 H 2.479 -2.220 -6.045
29 H 0.176 -3.083 -5.878
30 H -1.074 -2.870 -3.747
31 Cl -2.387 2.105 -0.826
32 C -1.426 2.498 0.572
33 C -0.392 1.647 0.915
34 C 0.373 1.927 2.028
35 Cl 1.637 0.827 2.462
36 C 0.129 3.066 2.796
37 Cl 1.089 3.399 4.169
38 C -0.909 3.928 2.431
39 Cl -1.221 5.328 3.357
40 C -1.698 3.645 1.311
41 Cl -2.975 4.687 0.857
42 N 2.007 2.865 -2.678
43 C 3.046 2.551 -1.838
44 C 2.556 1.628 -0.971
45 N 1.233 1.384 -1.286
46 C 0.931 2.152 -2.315
47 H 2.030 3.546 -3.421
48 H 4.017 3.002 -1.927
49 H 3.040 1.150 -0.138
50 H -0.033 2.226 -2.790

The HOMO energy is -13.5 eV. The calculation puts the total energy at -108907.8929 eV. The energy relative to the best compared isomer or geometry (same formula, charge and spin) comes out at 0.0 kcal per mole. As for the net charge: +2.

***

3.
Entry from the OMol25 dataset: a cluster of 3 separate species, C31H44Cl2F3N3O9S2 in total (the ωB97M-V functional and the def2-TZVPD basis).

Positions of all 94 atoms, in Å:
1 C 0.014 0.151 -0.056
2 C 0.769 1.368 -0.903
3 Cl 2.101 0.727 -2.047
4 C -0.293 2.396 -1.613
5 Cl 0.265 4.123 -1.238
6 N -0.562 2.115 -3.080
7 C -1.079 3.348 -3.787
8 C -0.013 4.282 -4.674
9 C -0.475 5.681 -5.453
10 S 0.779 6.753 -6.415
11 O 0.104 7.537 -7.574
12 O 1.984 5.902 -6.888
13 C 1.466 8.027 -5.171
14 F 1.540 9.398 -5.788
15 F 2.886 7.709 -4.768
16 F 0.687 8.040 -3.886
17 C -2.034 6.197 -5.384
18 C -3.107 5.297 -4.522
19 C -2.632 3.911 -3.740
20 S -3.859 2.867 -2.747
21 C -3.183 1.109 -2.927
22 C -1.551 0.970 -3.088
23 C -0.978 -0.591 -3.266
24 C -2.039 -1.877 -3.231
25 C -3.683 -1.675 -3.065
26 N -4.597 -2.898 -3.068
27 C -4.822 -3.329 -1.756
28 O -4.966 -3.753 -0.477
29 C -4.265 -0.123 -2.913
30 C -5.878 0.147 -2.794
31 C -6.447 0.315 -1.267
32 N -5.492 0.963 -0.290
33 H 0.159 -0.871 -0.620
34 H -1.133 0.389 0.061
35 H 0.461 0.130 1.050
36 H 1.344 2.003 -0.074
37 H -1.340 2.251 -1.059
38 H 1.118 3.977 -4.778
39 H -2.420 7.199 -5.896
40 H -4.218 5.651 -4.430
41 H 0.153 -0.861 -3.408
42 H -1.665 -2.998 -3.357
43 H -6.410 -0.808 -3.269
44 H -6.144 1.081 -3.447
45 H -7.393 1.039 -1.344
46 H -6.893 -0.723 -0.893
47 H -4.584 0.456 -0.203
48 H -5.374 1.987 -0.448
49 C 6.883 -1.980 4.732
50 O 6.333 -1.762 3.444
51 C 5.091 -2.445 3.257
52 C 4.220 -1.710 2.235
53 O 3.587 -0.537 2.769
54 C 4.444 0.586 3.002
55 C 4.920 1.271 1.717
56 O 5.971 0.516 1.117
57 C 6.058 0.728 -0.285
58 H 7.135 -3.039 4.866
59 H 7.793 -1.381 4.822
60 H 6.181 -1.655 5.505
61 H 4.548 -2.527 4.206
62 H 5.324 -3.450 2.886
63 H 3.401 -2.378 1.950
64 H 4.766 -1.479 1.318
65 H 5.280 0.317 3.655
66 H 3.832 1.306 3.557
67 H 5.311 2.266 1.946
68 H 4.077 1.362 1.028
69 H 5.113 0.460 -0.773
70 H 6.845 0.077 -0.684
71 H 6.315 1.767 -0.500
72 C -4.053 -3.690 2.305
73 O -2.967 -4.276 3.001
74 C -2.132 -5.063 2.148
75 C -0.700 -5.105 2.687
76 O 0.038 -3.900 2.431
77 C -0.334 -2.761 3.216
78 C 0.089 -2.863 4.684
79 O -0.802 -3.719 5.396
80 C -0.190 -4.314 6.532
81 H -4.722 -4.467 1.915
82 H -4.608 -3.059 3.005
83 H -3.687 -3.058 1.491
84 H -2.126 -4.656 1.130
85 H -2.548 -6.077 2.129
86 H -0.162 -5.893 2.150
87 H -0.664 -5.372 3.745
88 H -1.401 -2.541 3.114
89 H 0.204 -1.916 2.771
90 H 0.052 -1.876 5.155
91 H 1.110 -3.250 4.735
92 H 0.691 -4.897 6.233
93 H -0.911 -4.999 6.993
94 H 0.089 -3.550 7.260

The HOMO energy is -8.9 eV. The calculation puts the total energy at -110598.7148 eV. The SMILES is C[C@@H](Cl)[C@@H](Cl)N1c2cc(S(=O)(=O)C(F)(F)F)ccc2Sc2c1ccc(N=C=O)c2CCN.COCCOCCOC.COCCOCCOC.